Entry 1:
5 unconnected molecules or ions with the total composition C46H76F3N7OPS. Source: OMol25; level of theory: ωB97M-V/def2-TZVPD.

The spin multiplicity is 1. The HOMO-LUMO gap is 4.0733 eV. The HOMO energy comes out at -8.838 eV. As for the LUMO energy: -4.765 eV. Its total charge is +1. For the electronic energy, the calculation gives -89656.0259 eV.

CARTESIAN COORDINATES (ANGSTROEM)
C: 4.21 4.04 1.52
O: 5.35 3.87 0.57
C: 6.24 2.77 0.98
C: 6.69 1.91 -0.38
C: 5.77 0.59 -0.65
C: 4.22 0.71 -0.08
C: 3.14 -0.14 -1.03
C: 1.71 -0.40 -0.22
N: 0.82 0.73 0.02
N: -0.39 0.81 0.60
C: -0.80 -0.52 1.04
C: -2.32 -0.57 1.73
C: -2.24 -0.38 3.38
C: -3.71 0.09 4.01
C: -3.69 1.68 4.51
C: -5.19 2.30 4.77
C: -5.60 3.49 3.68
C: -5.71 2.80 2.20
C: -5.50 3.88 0.95
C: -4.08 4.72 1.05
C: -3.48 4.92 -0.47
C: -4.62 5.67 -1.40
C: -3.99 6.37 -2.75
N: -4.65 7.73 -2.89
C: -4.05 9.01 -2.32
C: -5.11 10.24 -2.68
C: -6.34 9.54 -3.53
C: -5.99 7.94 -3.63
C: -0.05 -1.93 0.98
P: -0.87 -3.51 1.69
S: -1.22 -4.68 0.12
C: 1.40 -1.90 0.26
C: 2.35 -3.22 0.05
C: 2.56 -4.15 1.38
C: 2.89 -3.33 2.76
F: 3.23 -1.89 2.87
C: 2.88 -4.16 4.03
F: 3.43 -5.55 3.88
F: 2.39 -3.67 5.34
H: 3.98 5.21 1.54
H: 3.22 3.53 1.13
H: 4.43 3.60 2.59
H: 7.23 3.28 1.37
H: 5.80 2.07 1.81
H: 6.69 2.62 -1.33
H: 7.80 1.53 -0.19
H: 6.33 -0.38 -0.28
H: 5.66 0.49 -1.84
H: 3.89 1.85 -0.22
H: 4.12 0.41 1.05
H: 3.61 -1.11 -1.48
H: 2.86 0.59 -1.93
H: 1.17 1.68 -0.33
H: -2.94 -1.51 1.40
H: -2.95 0.38 1.35
H: -1.52 0.55 3.59
H: -1.80 -1.33 3.91
H: -4.55 -0.02 3.17
H: -3.98 -0.55 4.96
H: -3.03 1.69 5.49
H: -3.16 2.37 3.73
H: -6.00 1.43 4.82
H: -5.25 2.83 5.84
H: -4.83 4.39 3.73
H: -6.66 3.96 3.94
H: -6.81 2.35 2.07
H: -4.94 1.93 2.03
H: -6.41 4.59 0.80
H: -5.40 3.22 -0.05
H: -3.36 4.07 1.72
H: -4.24 5.80 1.52
H: -2.52 5.59 -0.47
H: -3.25 3.87 -0.95
H: -5.13 6.52 -0.74
H: -5.42 4.87 -1.74
H: -4.31 5.72 -3.70
H: -2.82 6.42 -2.73
H: -3.03 9.10 -1.72
H: -4.96 11.37 -2.39
H: -7.25 10.14 -3.96
H: -6.62 7.11 -4.17
H: -2.12 -3.27 2.38
H: -0.03 -4.22 2.65
H: 1.80 -3.90 -0.76
H: 3.42 -2.99 -0.39
H: 3.52 -4.82 1.16
H: 1.66 -4.91 1.45
C: 7.17 -7.00 0.20
C: 5.87 -7.41 -0.50
C: 5.60 -6.60 -1.76
C: 5.46 -5.13 -1.41
N: 5.35 -3.90 -1.12
H: 7.13 -5.96 0.54
H: 7.34 -7.62 1.08
H: 8.03 -7.11 -0.47
H: 5.04 -7.30 0.21
H: 5.93 -8.47 -0.76
H: 4.67 -6.94 -2.23
H: 6.41 -6.73 -2.49
C: -4.98 -5.37 -3.88
C: -3.76 -4.79 -4.59
C: -2.63 -4.42 -3.63
C: -3.12 -3.36 -2.65
N: -3.53 -2.49 -1.83
H: -5.43 -4.65 -3.19
H: -5.75 -5.65 -4.61
H: -4.71 -6.27 -3.31
H: -4.07 -3.91 -5.16
H: -3.39 -5.53 -5.31
H: -1.78 -4.02 -4.18
H: -2.30 -5.30 -3.07
C: 11.52 1.14 0.13
C: 12.12 0.72 -1.21
C: 11.62 1.57 -2.37
C: 10.11 1.44 -2.50
N: 8.86 1.33 -2.60
H: 10.43 1.02 0.15
H: 11.93 0.52 0.94
H: 11.75 2.19 0.35
H: 11.88 -0.34 -1.39
H: 13.21 0.79 -1.15
H: 12.09 1.24 -3.31
H: 11.88 2.62 -2.22
C: -7.25 -3.91 0.79
C: -7.78 -2.79 -0.10
C: -9.11 -3.14 -0.77
C: -8.94 -4.36 -1.65
N: -8.80 -5.38 -2.38
H: -7.05 -4.82 0.21
H: -6.32 -3.61 1.27
H: -7.98 -4.16 1.57
H: -7.02 -2.57 -0.87
H: -7.90 -1.89 0.50
H: -9.45 -2.30 -1.39
H: -9.88 -3.34 -0.02

Entry 2:
A molecular structure, C21H22FeO17. Source: OMol25; level of theory: ωB97M-V/def2-TZVPD.

As for the expectation value of S²: 6.01. The spin multiplicity is 5. The HOMO-LUMO gap (spin up / spin down) is 5.8110 / 5.8100 eV. The HOMO energy (spin up / spin down) comes out at -1.749 / -1.748 eV. As for the LUMO energy (spin up / spin down): 4.062 / 4.062 eV. Its total charge is -2. For the electronic energy, the calculation gives -91327.9295 eV.

CARTESIAN COORDINATES (ANGSTROEM)
Fe: -0.20 0.22 -0.05
C: -0.29 -3.50 -2.48
C: 0.42 -4.52 -3.21
C: 2.04 -4.34 -3.43
O: 2.71 -5.10 -4.13
C: 2.63 -3.27 -2.66
C: 1.92 -2.37 -1.99
C: 0.40 -2.43 -1.87
O: -0.35 -1.49 -1.37
O: 2.59 -1.39 -1.54
O: -0.05 -5.62 -3.45
H: -1.36 -3.58 -2.38
H: 3.71 -3.19 -2.61
C: -2.00 3.80 1.80
C: -2.99 4.70 1.27
C: -3.68 4.36 -0.14
O: -4.56 5.11 -0.52
C: -3.20 3.23 -0.87
C: -2.24 2.44 -0.28
C: -1.61 2.75 1.06
O: -0.56 2.11 1.46
O: -1.92 1.34 -0.88
O: -3.30 5.77 1.78
H: -1.46 4.13 2.68
H: -3.61 3.11 -1.86
C: 0.70 1.93 -3.51
O: 1.97 2.08 -2.95
C: 2.12 1.79 -1.64
O: 1.18 1.32 -0.90
O: 3.38 2.19 -1.23
C: 3.89 2.03 0.08
H: 0.57 0.87 -3.73
H: 0.68 2.42 -4.49
H: -0.13 2.28 -2.91
H: 3.25 2.53 0.80
H: 4.88 2.46 0.22
H: 3.92 0.95 0.24
C: 1.85 -3.06 1.93
O: 2.52 -1.95 2.50
C: 2.11 -0.67 2.25
O: 1.22 -0.34 1.45
O: 2.82 0.15 3.00
C: 2.51 1.56 3.09
H: 1.69 -3.92 2.58
H: 2.45 -3.41 1.09
H: 0.94 -2.76 1.41
H: 1.96 1.84 3.99
H: 1.88 1.90 2.26
H: 3.42 2.15 2.97
C: -2.23 -3.59 0.80
O: -3.10 -2.67 1.20
C: -2.70 -1.35 1.30
O: -1.61 -0.78 1.21
O: -3.87 -0.65 1.66
C: -3.84 0.75 2.13
H: -2.67 -4.57 0.93
H: -1.33 -3.71 1.41
H: -1.85 -3.48 -0.21
H: -3.86 1.39 1.25
H: -3.03 1.07 2.77
H: -4.73 0.97 2.73

> What is the formula in the second record?

C21H22FeO17

> What is the formula in the first record?

C46H76F3N7OPS

> Which of these has the highest spin multiplicity?

C21H22FeO17